1.
Density functional theory data (ωB97M-V with the def2-TZVPD basis set) for a molecular structure, C3H7Br2NaO at a distorted geometry.

Element x y z (Å)
1 Na -0.913 -1.208 0.344
2 C -3.265 -3.285 2.117
3 O -2.652 -2.411 1.243
4 H -4.344 -3.087 2.231
5 H -3.118 -4.329 1.776
6 H -2.861 -3.285 3.151
7 Br 1.726 2.958 -3.425
8 C 2.266 2.951 -1.526
9 C 2.269 1.565 -0.950
10 Br 0.479 0.782 -0.796
11 H 1.588 3.600 -0.980
12 H 3.270 3.351 -1.602
13 H 2.754 1.521 0.022
14 H 2.801 0.877 -1.605

Summary:
ΔE to the lowest compared entry with this formula, charge and spin   0.00 kJ/mol
Gap between HOMO and LUMO   6.02 eV
F_max   0.0397 hartree/bohr

=====

2.
Density functional theory data (ωB97M-V with the def2-TZVPD basis set) for a single C23H31ClN4O molecule.

Element x y z (Å)
1 O -2.741 1.718 -0.461
2 C -1.643 1.431 -0.039
3 N -0.460 1.849 -0.564
4 C -0.354 2.672 -1.672
5 C -1.310 3.063 -2.591
6 C -0.625 3.906 -3.471
7 N 0.639 4.030 -3.126
8 N 0.810 3.282 -2.025
9 C 2.146 3.266 -1.472
10 C 2.964 2.071 -1.977
11 C 2.516 0.744 -1.364
12 N 2.060 0.892 0.020
13 C 2.170 -0.346 0.775
14 C 1.317 -1.465 0.183
15 C 1.191 -2.635 1.156
16 C 0.263 -3.726 0.629
17 C -0.002 -4.830 1.656
18 C -0.503 -5.985 0.797
19 C 0.440 -5.957 -0.407
20 C 0.813 -4.476 -0.599
21 C 2.695 2.023 0.680
22 C 2.189 3.333 0.066
23 C -1.451 0.593 1.195
24 C -0.737 1.100 2.275
25 C -0.626 0.381 3.451
26 C -1.230 -0.862 3.560
27 C -1.940 -1.385 2.494
28 C -2.051 -0.658 1.320
29 Cl -2.908 -1.334 -0.017
30 H 0.424 1.464 -0.192
31 H -2.340 2.779 -2.602
32 H -1.003 4.421 -4.331
33 H 2.594 4.172 -1.895
34 H 2.881 2.014 -3.062
35 H 4.010 2.262 -1.734
36 H 3.354 0.032 -1.422
37 H 1.685 0.329 -1.944
38 H 3.221 -0.679 0.842
39 H 1.817 -0.140 1.790
40 H 1.753 -1.818 -0.752
41 H 0.322 -1.075 -0.036
42 H 2.180 -3.058 1.351
43 H 0.794 -2.265 2.104
44 H -0.694 -3.264 0.366
45 H -0.717 -4.525 2.418
46 H 0.931 -5.110 2.149
47 H -0.486 -6.941 1.317
48 H -1.527 -5.784 0.476
49 H -0.023 -6.382 -1.296
50 H 1.333 -6.543 -0.185
51 H 0.386 -4.077 -1.518
52 H 1.896 -4.363 -0.660
53 H 3.793 1.967 0.612
54 H 2.432 1.995 1.740
55 H 2.850 4.141 0.380
56 H 1.193 3.563 0.443
57 H -0.286 2.078 2.194
58 H -0.074 0.789 4.284
59 H -1.149 -1.426 4.477
60 H -2.411 -2.353 2.566

Summary:
SMILES string   O=C(Nc1ccnn1C1CCN(CCCC2CCCC2)CC1)c1ccccc1Cl
ΔE to the lowest compared entry with this formula, charge and spin   0.00 kJ/mol
Gap between HOMO and LUMO   8.78 eV
F_max   0.0160 hartree/bohr

=====

3.
Density functional theory data (ωB97M-V with the def2-TZVPD basis set) for a single C9H14N4O molecule at a distorted geometry.

Element x y z (Å)
1 C 1.130 0.293 -1.690
2 C 0.124 0.445 -0.572
3 C -1.235 0.565 -1.272
4 N 0.472 1.558 0.296
5 C -0.411 1.852 1.445
6 C -0.199 2.872 0.299
7 C 0.609 4.097 0.535
8 N 1.256 5.070 0.706
9 N -0.062 -0.718 0.314
10 C 1.081 -1.078 1.108
11 C 0.560 -2.007 -0.013
12 C -0.067 -3.316 0.475
13 N -1.425 -3.400 0.532
14 O 0.535 -4.319 0.795
15 H 0.933 -0.585 -2.304
16 H 1.144 1.144 -2.341
17 H 2.143 0.201 -1.260
18 H -1.437 -0.384 -1.836
19 H -2.035 0.682 -0.522
20 H -1.229 1.419 -1.975
21 H 0.043 1.994 2.438
22 H -1.447 1.437 1.475
23 H -1.018 3.080 -0.433
24 H 0.940 -1.433 2.130
25 H 2.021 -0.551 0.978
26 H 1.321 -2.156 -0.756
27 H -1.849 -4.248 0.883
28 H -1.896 -2.515 0.566

Summary:
SMILES string   CC(C)(N1C[C@H]1C#N)N1C[C@H]1C(N)=O
ΔE to the lowest compared entry with this formula, charge and spin   224.38 kJ/mol
Gap between HOMO and LUMO   10.32 eV
F_max   0.0731 hartree/bohr

=====

4.
Density functional theory data (ωB97M-V with the def2-TZVPD basis set) for 2 unconnected molecules or ions with the total composition C2HF4O4S at a distorted geometry.

Element x y z (Å)
1 C 0.779 0.749 0.859
2 C 0.372 1.662 2.771
3 O -0.724 -0.108 -1.147
4 O -0.633 2.386 -0.934
5 O -1.968 1.048 0.655
6 O 0.870 -0.446 0.926
7 F 1.907 1.441 0.486
8 F 0.368 2.969 2.629
9 F 1.533 1.355 3.552
10 F -0.694 1.328 3.522
11 S -0.726 1.211 -0.134
12 H -0.762 -1.027 -0.631

Summary:
ΔE to the lowest compared entry with this formula, charge and spin   154.07 kJ/mol
Gap between HOMO and LUMO   8.45 eV
F_max   0.0734 hartree/bohr
Charge   -1

=====

5.
Density functional theory data (ωB97M-V with the def2-TZVPD basis set) for a molecular structure, C49H41N5PPdS3Se2.

Element x y z (Å)
1 Pd 0.123 -0.490 -0.166
2 Se 2.566 -0.585 0.163
3 P 2.104 -0.474 2.313
4 Se 0.051 -0.896 2.764
5 C 3.228 -1.583 3.217
6 C 4.499 -1.839 2.706
7 C 5.392 -2.628 3.415
8 C 5.018 -3.164 4.639
9 C 3.752 -2.913 5.149
10 C 2.855 -2.127 4.441
11 C 2.591 1.181 2.902
12 C 1.747 1.934 3.709
13 C 2.165 3.170 4.187
14 C 3.431 3.646 3.879
15 C 4.279 2.892 3.077
16 C 3.856 1.671 2.578
17 H 4.789 -1.439 1.741
18 H 6.375 -2.827 3.010
19 H 5.712 -3.783 5.193
20 H 3.457 -3.336 6.101
21 H 1.863 -1.938 4.831
22 H 0.766 1.550 3.955
23 H 1.501 3.756 4.810
24 H 3.757 4.605 4.263
25 H 5.270 3.257 2.837
26 H 4.515 1.097 1.938
27 N -1.899 -0.507 -0.546
28 S -3.142 0.206 -0.331
29 N -3.329 1.836 -0.528
30 S -2.631 2.595 -1.681
31 N -1.260 3.248 -1.443
32 S -0.284 2.863 -0.168
33 N 0.235 1.534 0.046
34 C -1.176 3.522 1.236
35 C -1.753 4.784 1.207
36 C -2.445 5.222 2.323
37 C -2.544 4.405 3.446
38 C -1.950 3.152 3.460
39 C -1.253 2.701 2.345
40 C 0.957 4.106 -0.465
41 C 0.865 5.056 -1.471
42 C 1.899 5.969 -1.628
43 C 2.998 5.926 -0.784
44 C 3.075 4.970 0.220
45 C 2.054 4.048 0.385
46 C -3.722 3.924 -2.088
47 C -3.276 4.857 -3.017
48 C -4.110 5.910 -3.348
49 C -5.362 6.021 -2.750
50 C -5.787 5.082 -1.824
51 C -4.964 4.016 -1.486
52 C -2.532 1.630 -3.161
53 C -1.322 1.023 -3.460
54 C -1.264 0.185 -4.562
55 C -2.394 -0.020 -5.342
56 C -3.596 0.605 -5.030
57 C -3.675 1.436 -3.927
58 C -4.421 -0.444 -1.401
59 C -4.071 -1.514 -2.204
60 C -5.012 -2.028 -3.086
61 C -6.282 -1.476 -3.148
62 C -6.624 -0.407 -2.326
63 C -5.692 0.115 -1.446
64 C -3.828 0.108 1.313
65 C -4.733 1.024 1.833
66 C -5.195 0.845 3.126
67 C -4.741 -0.227 3.887
68 C -3.826 -1.125 3.360
69 C -3.367 -0.965 2.060
70 H -1.663 5.413 0.328
71 H -2.902 6.204 2.324
72 H -3.083 4.756 4.317
73 H -2.023 2.519 4.335
74 H -0.764 1.732 2.332
75 H 0.003 5.081 -2.120
76 H 1.842 6.713 -2.411
77 H 3.801 6.641 -0.910
78 H 3.933 4.934 0.877
79 H 2.112 3.286 1.153
80 H -2.299 4.756 -3.471
81 H -3.786 6.645 -4.071
82 H -6.007 6.850 -3.010
83 H -6.760 5.176 -1.360
84 H -5.268 3.276 -0.760
85 H -0.454 1.193 -2.836
86 H -0.331 -0.303 -4.811
87 H -2.337 -0.667 -6.208
88 H -4.470 0.445 -5.646
89 H -4.608 1.922 -3.669
90 H -3.066 -1.911 -2.138
91 H -4.749 -2.861 -3.725
92 H -7.015 -1.882 -3.833
93 H -7.619 0.015 -2.370
94 H -5.953 0.947 -0.805
95 H -5.039 1.886 1.257
96 H -5.896 1.553 3.548
97 H -5.100 -0.355 4.901
98 H -3.459 -1.949 3.959
99 H -2.642 -1.643 1.629
100 N 0.223 -3.544 -0.572
101 C 0.186 -2.396 -0.468
102 H 0.254 -4.538 -0.654

Summary:
ΔE to the lowest compared entry with this formula, charge and spin   41.89 kJ/mol
Gap between HOMO and LUMO   6.98 eV
F_max   0.0110 hartree/bohr
Charge   +1

=====

6.
Density functional theory data (ωB97M-V with the def2-TZVPD basis set) for a molecular structure, C41H52AsBBaF2GeN3O5S at a distorted geometry.

Element x y z (Å)
1 Ba 0.368 0.189 -0.314
2 C -4.117 -0.950 1.111
3 C -2.709 -1.548 1.194
4 C -2.506 -2.153 2.579
5 C -2.545 -2.608 0.112
6 O -1.701 -0.565 0.949
7 Ge -1.937 1.302 1.300
8 O -0.048 1.547 1.661
9 C 0.564 1.448 2.951
10 C 1.551 2.603 3.082
11 C -0.477 1.539 4.068
12 C 1.312 0.114 3.061
13 O -1.463 1.739 -0.557
14 C -2.243 2.511 -1.448
15 C -3.388 1.665 -2.004
16 C -2.810 3.748 -0.743
17 C -1.314 2.914 -2.594
18 H -4.866 -1.735 1.228
19 H -4.271 -0.465 0.143
20 H -4.276 -0.208 1.895
21 H -3.256 -2.925 2.768
22 H -2.613 -1.376 3.342
23 H -1.515 -2.598 2.662
24 H -3.310 -3.383 0.205
25 H -1.559 -3.073 0.196
26 H -2.641 -2.139 -0.870
27 H 1.025 3.560 3.027
28 H 2.279 2.562 2.272
29 H 2.081 2.547 4.035
30 H -1.113 2.417 3.929
31 H 0.019 1.619 5.036
32 H -1.113 0.650 4.081
33 H 2.130 0.055 2.336
34 H 0.632 -0.721 2.883
35 H 1.747 -0.007 4.054
36 H -4.000 1.280 -1.185
37 H -2.984 0.822 -2.570
38 H -4.025 2.262 -2.661
39 H -3.613 3.470 -0.058
40 H -3.208 4.460 -1.470
41 H -2.034 4.239 -0.150
42 H -0.991 2.025 -3.139
43 H -0.411 3.396 -2.207
44 H -1.816 3.592 -3.287
45 S 0.879 -3.218 1.652
46 C 1.643 -4.671 1.074
47 C 1.295 -5.948 1.546
48 C 1.938 -7.083 1.082
49 C 2.957 -6.987 0.137
50 C 3.318 -5.736 -0.343
51 C 2.676 -4.589 0.114
52 As 2.894 -2.809 -0.622
53 C 3.908 -1.886 0.775
54 C 4.289 -0.569 0.525
55 C 4.973 0.167 1.486
56 C 5.282 -0.410 2.709
57 C 4.904 -1.723 2.964
58 C 4.220 -2.456 2.004
59 C 4.434 -3.214 -1.798
60 C 5.758 -3.236 -1.368
61 C 6.787 -3.562 -2.242
62 C 6.507 -3.874 -3.565
63 C 5.191 -3.854 -4.009
64 C 4.171 -3.520 -3.130
65 H 0.506 -6.026 2.284
66 H 1.644 -8.056 1.459
67 H 3.462 -7.877 -0.219
68 H 4.115 -5.655 -1.073
69 H 4.045 -0.116 -0.432
70 H 5.263 1.191 1.281
71 H 5.810 0.161 3.462
72 H 5.134 -2.177 3.921
73 H 3.908 -3.471 2.217
74 H 5.991 -3.002 -0.335
75 H 7.812 -3.572 -1.889
76 H 7.309 -4.123 -4.249
77 H 4.964 -4.086 -5.042
78 H 3.149 -3.483 -3.493
79 O -1.070 -0.679 -3.612
80 N -1.055 -1.947 -3.386
81 C 0.100 -2.574 -3.051
82 C 0.107 -3.916 -2.735
83 C -1.062 -4.658 -2.790
84 C -2.224 -4.010 -3.175
85 C -2.200 -2.664 -3.466
86 H 0.972 -1.934 -3.014
87 H 1.040 -4.372 -2.431
88 H -1.065 -5.707 -2.531
89 H -3.169 -4.534 -3.232
90 H -3.066 -2.086 -3.746
91 N -0.115 6.083 -0.793
92 C 1.192 6.390 -0.601
93 O 1.577 7.533 -0.431
94 C 2.141 5.232 -0.626
95 C 3.439 5.451 -1.069
96 C 4.319 4.387 -1.111
97 C 3.871 3.143 -0.689
98 N 2.648 2.930 -0.221
99 C 1.799 3.954 -0.199
100 H -0.782 6.835 -0.787
101 H -0.427 5.154 -1.012
102 H 3.727 6.449 -1.374
103 H 5.333 4.510 -1.465
104 H 4.518 2.274 -0.738
105 H 0.815 3.737 0.211
106 F 2.784 -0.673 -2.965
107 B 2.121 0.399 -2.375
108 F 2.608 1.516 -3.023

Summary:
ΔE to the lowest compared entry with this formula, charge and spin   142.61 kJ/mol
Gap between HOMO and LUMO   6.23 eV
F_max   0.0542 hartree/bohr
Charge   -1